Entry 1:
This record from the Open Molecules 2025 dataset describes a 2-piece molecular cluster, CH2N2O3S2 overall in a non-equilibrium geometry. The level of theory is ωB97M-V/def2-TZVPD.

**Relative energy (zero: lowest compared OMol25 entry of this formula, charge and spin)**: 29.2 kcal/mol
**Calculated total energy**: -31860.4467 eV
**Spin multiplicity**: 1
**E_LUMO**: 5.953 eV
**Frontier orbital gap**: 5.185 eV
**Total charge**: -2
**E_HOMO**: 0.77 eV

Geometry (Å):
C  -2.0640  0.4871  0.5959
N  -1.7623  -0.4040  -0.1404
N  2.1660  -0.2509  0.1083
O  -2.2363  1.5495  1.0965
O  0.7954  0.6853  -1.8445
O  0.3689  1.3816  0.5348
S  -2.1406  -2.1207  -0.1537
S  0.4985  0.2874  -0.4369
H  1.9568  -0.8185  0.9364
H  2.4176  -0.7968  -0.6964


Entry 2:
This record from the Open Molecules 2025 dataset describes one molecule with the formula CH2N2O4 in a non-equilibrium geometry. The level of theory is ωB97M-V/def2-TZVPD.

**Relative energy (zero: lowest compared OMol25 entry of this formula, charge and spin)**: 36.2 kcal/mol
**Calculated total energy**: -12235.0790 eV
**Spin multiplicity**: 1
**E_LUMO**: 0.157 eV
**Frontier orbital gap**: 10.918 eV
**E_HOMO**: -10.76 eV

Geometry (Å):
C  -0.6851  -0.6923  0.4716
N  -1.4926  -0.1449  -0.3534
N  1.6822  0.6395  0.0352
O  1.5730  0.6794  -1.1660
O  -0.6537  -1.6809  1.0944
O  2.6353  0.7477  0.6939
O  0.5438  0.5208  0.7597
H  -2.2081  -0.7597  -0.6530
H  -1.3949  0.6903  -0.8824


Entry 3:
This record from the Open Molecules 2025 dataset describes one molecule with the formula CH2N2O4S in a non-equilibrium geometry. The level of theory is ωB97M-V/def2-TZVPD.

**Relative energy (zero: lowest compared OMol25 entry of this formula, charge and spin)**: 0.7 kcal/mol
**Calculated total energy**: -23066.6952 eV
**<S²>**: 2.018
**Spin multiplicity**: 3
**E_LUMO (spin up / spin down)**: 0.412 / -4.037 eV
**Frontier orbital gap (spin up / spin down)**: 9.409 / 7.133 eV
**E_HOMO (spin up / spin down)**: -9.00 / -11.17 eV

Geometry (Å):
C  -0.7070  0.7268  0.5381
N  0.0491  0.0818  -0.2865
N  -1.2028  0.6578  1.8242
O  -1.6582  1.7626  -0.0111
O  0.1100  0.7492  2.8799
O  -1.3297  3.1903  1.9280
O  -3.4637  2.0004  1.7961
S  -2.0908  2.1403  1.4666
H  -0.2225  1.3909  3.3382
H  -0.1229  0.6182  -1.1541


Entry 4:
This record from the Open Molecules 2025 dataset describes a 2-piece molecular cluster, CH2N2OS overall in a non-equilibrium geometry. The level of theory is ωB97M-V/def2-TZVPD.

**Relative energy (zero: lowest compared OMol25 entry of this formula, charge and spin)**: 5.4 kcal/mol
**Calculated total energy**: -16930.0834 eV
**Spin multiplicity**: 1
**E_LUMO**: -0.702 eV
**Frontier orbital gap**: 7.542 eV
**E_HOMO**: -8.24 eV

Geometry (Å):
C  0.0014  -1.5659  0.1482
N  -0.6852  -2.3286  0.7143
N  0.8025  2.6942  -0.7537
O  0.6466  -0.8040  -0.4300
S  0.0273  1.8199  0.2192
H  0.2322  2.9041  -1.5478
H  -1.0247  -2.7197  1.6499


Entry 5:
This record from the Open Molecules 2025 dataset describes one molecule with the formula CH2N2OS in a non-equilibrium geometry. The level of theory is ωB97M-V/def2-TZVPD.

**Relative energy (zero: lowest compared OMol25 entry of this formula, charge and spin)**: 14.7 kcal/mol
**Calculated total energy**: -16929.6770 eV
**Spin multiplicity**: 1
**E_LUMO**: 0.196 eV
**Frontier orbital gap**: 10.484 eV
**E_HOMO**: -10.29 eV

Geometry (Å):
C  -0.8947  -1.1380  -0.1829
N  -0.7645  -2.2664  0.0349
N  0.9556  0.3319  -0.1114
O  -1.4290  1.0828  0.9053
S  -0.8115  0.6384  -0.2771
H  1.3466  0.6306  -1.0046
H  1.5976  0.7207  0.6357


Entry 6:
This record from the Open Molecules 2025 dataset describes a 2-piece molecular cluster, CH2N2OS overall in a non-equilibrium geometry. The level of theory is ωB97M-V/def2-TZVPD.

**Relative energy (zero: lowest compared OMol25 entry of this formula, charge and spin)**: 60.5 kcal/mol
**Calculated total energy**: -16927.6941 eV
**Spin multiplicity**: 1
**E_LUMO (spin up / spin down)**: -1.067 / -2.592 eV
**Frontier orbital gap (spin up / spin down)**: 9.257 / 9.034 eV
**E_HOMO (spin up / spin down)**: -10.32 / -11.63 eV

Geometry (Å):
C  -0.7886  1.4813  -0.0557
N  -0.1843  2.3682  -0.4208
N  1.1900  -1.7556  -0.7742
O  -1.2017  0.0779  2.0684
S  -1.5513  0.0632  0.6665
H  2.0060  -1.2878  -1.0408
H  0.5299  -0.9473  -0.4434